# C3H5NO

C3H5NO in the gas phase at a distorted geometry (the ωB97M-V functional and the def2-TZVPD basis, the Open Molecules 2025 dataset).

Geometry as XYZ:
```
10
Properties=species:S:1:pos:R:3:forces:R:3
O 1.847 -0.109 -0.093 -3.4 0.6 1.1
C 0.641 0.002 0.171 3.8 -1.9 0.1
C -0.511 -1.002 0.105 -0.1 -4.7 1.5
N -1.313 0.041 -0.281 -4.4 3.5 -0.3
C -0.387 1.070 0.100 2.2 0.1 -3.6
H -0.282 -1.585 -0.775 0.1 -1.2 0.0
H -1.081 -1.694 0.935 2.3 1.5 -1.5
H -2.290 0.103 0.065 1.2 -0.1 -0.3
H -0.392 1.636 0.935 -1.0 1.7 3.2
H 0.000 1.705 -0.701 -0.7 0.5 -0.3
```
Forces are in eV/Å.

Summary:
Charge: 0
Orbital gap, eV: 9.980
M, g/mol: 71.08
Electronic energy, hartree: -247.20917

# C5H10N2O

A molecular structure, C5H10N2O at a distorted geometry (the ωB97M-V functional and the def2-TZVPD basis, the Open Molecules 2025 dataset).

Geometry as XYZ:
```
18
Properties=species:S:1:pos:R:3:forces:R:3
C 0.348 0.652 -0.207 -3.6 -0.2 -0.2
C 0.186 1.803 0.746 -0.1 0.0 0.0
C -1.734 -0.049 -0.315 0.4 1.2 -0.1
C 0.508 -0.659 0.207 3.6 0.4 0.0
N -2.093 -0.810 -1.382 0.0 -0.2 -0.1
N 2.283 0.080 0.057 -0.5 -0.5 0.4
C 0.371 -1.880 0.650 -0.1 0.0 -0.3
O -2.541 0.471 0.424 0.1 -0.2 -0.1
H 0.407 0.855 -1.269 0.2 -0.1 0.1
H -3.074 -0.949 -1.603 0.1 0.0 0.1
H -1.399 -1.279 -1.938 -0.1 0.1 0.0
H 2.843 0.282 0.881 0.0 -0.2 -0.2
H 2.836 0.038 -0.795 -0.1 -0.4 0.2
H 0.760 2.658 0.389 0.0 -0.1 0.0
H 0.527 1.533 1.746 0.0 0.0 -0.1
H -0.868 2.078 0.819 0.0 -0.1 0.0
H -0.604 -2.350 0.706 0.0 0.2 0.1
H 1.245 -2.474 0.884 -0.1 0.1 0.0
```
Forces are in eV/Å.

Summary:
Charge: 0
Orbital gap, eV: 7.712
M, g/mol: 114.15
Electronic energy, hartree: -381.06756

# C42H37F4N7PS2Ti

A molecular structure, C42H37F4N7PS2Ti at a distorted geometry (the ωB97M-V functional and the def2-TZVPD basis, the Open Molecules 2025 dataset).

Geometry as XYZ:
```
94
Properties=species:S:1:pos:R:3:forces:R:3
Ti 11.102 10.848 13.581 -0.5 0.1 -0.2
C 8.434 13.115 16.265 -1.6 -0.4 -1.2
C 9.217 13.732 17.199 -0.6 0.7 1.5
C 10.506 13.784 16.930 2.4 0.4 0.0
C 11.111 13.129 15.853 1.7 0.6 -1.0
N 10.332 12.427 14.980 0.6 -0.3 -0.2
C 9.001 12.515 15.160 -0.9 -1.2 0.4
N 12.492 13.319 15.756 -2.0 -0.8 0.5
C 13.208 12.282 15.355 0.3 0.6 -0.8
N 12.761 11.206 14.647 0.6 -1.8 0.8
C 13.772 10.171 14.796 0.4 0.9 -0.1
N 13.649 8.878 14.729 -0.4 -0.1 -0.6
C 12.466 8.226 14.559 0.0 0.4 0.6
C 12.451 6.835 14.446 0.6 -0.2 -0.3
C 11.271 6.115 14.448 4.1 -1.5 -0.3
C 10.138 6.755 14.676 -4.8 1.3 0.9
C 10.156 8.133 14.739 -0.6 -0.1 0.3
N 11.256 8.857 14.630 0.7 1.6 -1.2
C 15.013 10.839 15.257 -1.3 -0.2 -0.4
C 16.320 10.352 15.403 -0.7 1.0 -0.7
C 17.232 11.280 15.888 0.7 -1.2 1.4
C 16.787 12.498 16.425 1.4 1.1 0.1
C 15.495 12.958 16.288 1.1 -0.3 -0.4
C 14.614 12.143 15.608 0.0 -0.8 0.5
H 7.382 13.248 16.397 -0.7 -0.6 -0.4
H 8.882 14.167 18.150 -0.3 -0.2 -0.7
H 11.194 14.312 17.537 0.5 0.4 0.7
H 8.410 11.892 14.452 0.2 0.8 0.5
H 13.440 6.414 14.341 -0.1 -0.4 0.0
H 11.345 5.043 14.346 -0.2 -0.1 0.0
H 9.169 6.219 14.823 0.9 0.6 -0.3
H 9.310 8.782 14.908 -0.7 -0.5 -0.1
H 16.529 9.387 14.965 0.4 -0.1 0.3
H 18.284 10.979 16.118 -0.9 0.3 -0.7
H 17.572 13.167 16.885 -1.0 -0.8 -0.4
H 15.270 13.939 16.603 -0.6 0.9 0.4
C 13.497 13.251 12.439 0.5 0.0 0.5
C 12.007 13.585 12.414 1.5 -0.1 1.1
N 11.253 12.488 11.895 -0.9 -2.2 -0.5
C 11.766 11.892 10.599 3.6 2.8 1.5
C 12.780 10.740 10.741 0.0 1.1 1.3
C 9.842 12.897 11.749 1.6 1.7 0.2
C 8.923 11.763 11.596 -2.5 -1.2 -1.9
N 9.462 10.542 12.138 0.4 -1.6 1.0
C 8.743 9.354 11.876 0.0 0.1 -0.1
C 9.443 8.135 11.531 0.8 3.0 0.5
F 10.780 8.241 11.391 -0.2 -0.3 0.2
C 8.836 6.979 11.269 0.6 -3.2 -0.6
F 9.592 5.882 10.926 -0.2 0.9 0.2
C 7.482 6.779 11.355 -1.5 0.1 0.0
C 6.774 7.904 11.641 1.7 2.3 0.5
F 5.493 7.850 11.807 -2.7 -0.4 0.1
C 7.345 9.191 11.877 0.7 -0.5 -0.2
F 6.522 10.250 12.159 0.4 -0.9 -0.1
H 13.894 13.237 11.417 0.2 0.3 0.3
H 13.698 12.234 12.861 -0.2 1.1 -0.4
H 14.021 13.990 13.088 -0.2 -0.5 -0.7
H 11.842 14.497 11.865 -0.1 0.5 -0.6
H 11.664 13.769 13.441 0.1 0.1 -0.3
H 12.283 12.798 10.062 -0.9 -1.6 0.5
H 10.955 11.600 10.050 -2.1 -0.8 -1.4
H 13.746 10.963 11.230 -0.6 0.2 -0.2
H 13.061 10.440 9.767 0.1 -0.7 -1.1
H 12.356 9.912 11.303 -0.2 -0.3 -0.2
H 9.764 13.583 10.882 -0.1 -0.1 0.3
H 9.697 13.507 12.648 -0.6 -0.2 -0.1
H 8.632 11.645 10.488 0.7 -0.1 1.1
H 7.925 12.005 11.996 0.3 0.2 0.3
H 6.869 5.870 11.235 1.0 0.3 -0.1
S 17.996 7.925 9.394 0.0 0.9 0.7
P 17.565 9.539 10.525 0.6 0.4 0.0
S 16.166 9.507 11.922 -0.2 -0.2 0.1
C 17.195 10.991 9.407 0.9 -1.0 -1.9
C 17.578 10.915 8.031 -0.6 1.2 0.5
C 17.260 11.998 7.212 0.7 -0.5 -1.5
C 16.616 13.146 7.665 0.6 -2.4 0.5
C 16.216 13.184 8.960 -0.2 0.6 1.5
C 16.549 12.124 9.826 -1.3 0.3 1.9
C 19.097 10.310 11.330 0.3 0.9 0.6
C 20.406 10.024 10.942 -0.4 -0.8 -0.5
C 21.495 10.810 11.348 -1.0 -0.2 0.1
C 21.345 11.909 12.198 0.7 -1.7 0.6
C 20.072 12.134 12.683 -0.4 0.2 -0.8
C 18.973 11.388 12.241 0.6 0.2 -1.0
H 18.083 10.070 7.582 -0.1 -0.2 0.4
H 17.519 11.957 6.118 -0.2 -0.1 1.2
H 16.378 13.891 7.003 -0.5 1.8 -1.5
H 15.672 14.092 9.282 0.3 -0.7 0.2
H 16.211 12.080 10.910 0.3 0.4 -1.4
H 20.492 9.111 10.308 0.4 0.9 0.3
H 22.439 10.526 10.975 1.1 -0.2 -0.2
H 22.237 12.336 12.697 -0.7 0.2 -0.8
H 19.939 13.045 13.230 -0.4 0.1 0.7
H 18.021 11.817 12.433 -0.9 -0.2 0.6
```
Forces are in eV/Å.

Summary:
Charge: -1
Spin multiplicity: 3
Orbital gap (alpha / beta), eV: 4.450 / 6.205
⟨S²⟩: 2.027
M, g/mol: 858.77
Electronic energy, hartree: -4392.71658

# C26H29NO3

C26H29NO3 in the gas phase at a distorted geometry (the ωB97M-V functional and the def2-TZVPD basis, the Open Molecules 2025 dataset).

Geometry as XYZ:
```
59
Properties=species:S:1:pos:R:3:forces:R:3
C -1.890 -3.200 3.266 -0.7 -0.1 0.4
C -0.765 -3.101 2.295 0.1 1.0 0.6
O -0.401 -1.706 2.296 0.2 0.8 0.0
C 0.563 -1.412 1.405 0.4 -0.9 -0.2
O 1.092 -2.319 0.803 -0.1 1.0 0.4
C 0.798 0.143 1.214 1.4 -4.6 2.8
C -0.112 0.513 0.102 -2.1 2.4 -2.7
C -1.491 -0.199 -0.217 0.2 0.3 0.2
C -1.924 -0.695 -1.473 0.5 -1.0 -0.3
C -2.994 -1.623 -1.569 0.0 0.7 1.0
C -3.740 -1.878 -0.397 -0.3 -0.4 -0.2
C -3.476 -1.185 0.797 -0.1 0.3 -0.9
C -2.400 -0.300 0.826 -0.6 -0.3 0.5
C 0.650 0.665 -1.163 1.6 0.7 -1.6
C 1.437 1.765 -1.563 -0.5 -1.6 1.2
C 1.303 3.206 -1.242 -0.1 0.5 0.1
N 2.517 1.306 -2.270 0.1 -0.3 -1.3
C 3.671 2.098 -2.650 -0.3 0.6 -0.1
C 2.379 -0.053 -2.526 -0.1 0.1 1.1
C 3.337 -0.942 -3.009 -0.4 -1.1 -0.2
C 3.010 -2.318 -2.893 0.7 0.6 0.3
C 1.838 -2.783 -2.265 -0.6 0.7 0.1
C 0.933 -1.856 -1.736 0.1 -0.5 -1.5
C 1.186 -0.491 -1.872 1.2 0.8 0.5
C 0.410 0.812 2.557 -0.1 -0.1 -0.5
C 0.967 2.219 2.625 1.0 0.2 0.2
C 2.512 2.166 2.739 -0.4 0.2 0.6
C 3.112 1.489 1.525 0.0 0.2 0.2
C 2.394 0.222 1.060 -0.2 1.2 -0.9
O 3.074 -0.619 0.548 -0.3 -0.4 0.0
H -2.199 -4.219 3.308 -0.3 -1.0 0.0
H -1.630 -2.950 4.295 0.2 0.3 -0.1
H -2.777 -2.632 2.967 0.4 0.1 0.0
H 0.117 -3.641 2.642 -0.2 -0.4 -0.4
H -1.066 -3.349 1.280 0.1 -0.4 0.0
H -0.348 1.495 0.524 -0.8 0.6 -1.0
H -1.373 -0.496 -2.405 0.0 0.0 0.7
H -3.235 -2.144 -2.525 0.2 0.7 0.9
H -4.581 -2.601 -0.428 0.7 0.5 0.0
H -4.113 -1.286 1.682 0.1 0.0 -0.5
H -2.294 0.367 1.677 0.2 -0.5 0.1
H 0.271 3.393 -0.952 0.0 0.1 0.1
H 1.956 3.544 -0.411 -0.2 -0.1 -0.5
H 1.494 3.833 -2.135 0.0 -0.3 0.5
H 4.401 1.451 -3.148 -0.2 0.3 0.1
H 3.394 2.950 -3.316 0.2 -0.7 0.3
H 4.125 2.536 -1.750 0.0 -0.2 -0.2
H 4.294 -0.571 -3.423 -0.7 -0.6 0.2
H 3.743 -3.064 -3.185 0.0 0.2 -0.2
H 1.601 -3.859 -2.164 0.4 0.7 -0.2
H -0.040 -2.159 -1.388 0.3 -0.3 0.4
H -0.689 0.843 2.588 0.5 -0.2 0.4
H 0.793 0.182 3.385 -0.3 0.5 -0.3
H 0.563 2.716 3.510 -0.1 0.2 -0.2
H 0.720 2.801 1.705 -0.1 -0.2 0.7
H 2.828 1.628 3.658 -0.4 0.1 -0.4
H 2.922 3.175 2.850 -0.1 0.0 -0.1
H 4.154 1.216 1.729 -0.2 0.0 -0.3
H 3.116 2.205 0.685 -0.1 -0.4 0.1
```
Forces are in eV/Å.

Summary:
Charge: 0
Orbital gap, eV: 7.746
M, g/mol: 403.52
Electronic energy, hartree: -1288.56973

What did the fourth record say?
# C26H29NO3

C26H29NO3 in the gas phase at a distorted geometry (the ωB97M-V functional and the def2-TZVPD basis, the Open Molecules 2025 dataset).

Geometry as XYZ:
```
59
Properties=species:S:1:pos:R:3:forces:R:3
C -1.890 -3.200 3.266 -0.7 -0.1 0.4
C -0.765 -3.101 2.295 0.1 1.0 0.6
O -0.401 -1.706 2.296 0.2 0.8 0.0
C 0.563 -1.412 1.405 0.4 -0.9 -0.2
O 1.092 -2.319 0.803 -0.1 1.0 0.4
C 0.798 0.143 1.214 1.4 -4.6 2.8
C -0.112 0.513 0.102 -2.1 2.4 -2.7
C -1.491 -0.199 -0.217 0.2 0.3 0.2
C -1.924 -0.695 -1.473 0.5 -1.0 -0.3
C -2.994 -1.623 -1.569 0.0 0.7 1.0
C -3.740 -1.878 -0.397 -0.3 -0.4 -0.2
C -3.476 -1.185 0.797 -0.1 0.3 -0.9
C -2.400 -0.300 0.826 -0.6 -0.3 0.5
C 0.650 0.665 -1.163 1.6 0.7 -1.6
C 1.437 1.765 -1.563 -0.5 -1.6 1.2
C 1.303 3.206 -1.242 -0.1 0.5 0.1
N 2.517 1.306 -2.270 0.1 -0.3 -1.3
C 3.671 2.098 -2.650 -0.3 0.6 -0.1
C 2.379 -0.053 -2.526 -0.1 0.1 1.1
C 3.337 -0.942 -3.009 -0.4 -1.1 -0.2
C 3.010 -2.318 -2.893 0.7 0.6 0.3
C 1.838 -2.783 -2.265 -0.6 0.7 0.1
C 0.933 -1.856 -1.736 0.1 -0.5 -1.5
C 1.186 -0.491 -1.872 1.2 0.8 0.5
C 0.410 0.812 2.557 -0.1 -0.1 -0.5
C 0.967 2.219 2.625 1.0 0.2 0.2
C 2.512 2.166 2.739 -0.4 0.2 0.6
C 3.112 1.489 1.525 0.0 0.2 0.2
C 2.394 0.222 1.060 -0.2 1.2 -0.9
O 3.074 -0.619 0.548 -0.3 -0.4 0.0
H -2.199 -4.219 3.308 -0.3 -1.0 0.0
H -1.630 -2.950 4.295 0.2 0.3 -0.1
H -2.777 -2.632 2.967 0.4 0.1 0.0
H 0.117 -3.641 2.642 -0.2 -0.4 -0.4
H -1.066 -3.349 1.280 0.1 -0.4 0.0
H -0.348 1.495 0.524 -0.8 0.6 -1.0
H -1.373 -0.496 -2.405 0.0 0.0 0.7
H -3.235 -2.144 -2.525 0.2 0.7 0.9
H -4.581 -2.601 -0.428 0.7 0.5 0.0
H -4.113 -1.286 1.682 0.1 0.0 -0.5
H -2.294 0.367 1.677 0.2 -0.5 0.1
H 0.271 3.393 -0.952 0.0 0.1 0.1
H 1.956 3.544 -0.411 -0.2 -0.1 -0.5
H 1.494 3.833 -2.135 0.0 -0.3 0.5
H 4.401 1.451 -3.148 -0.2 0.3 0.1
H 3.394 2.950 -3.316 0.2 -0.7 0.3
H 4.125 2.536 -1.750 0.0 -0.2 -0.2
H 4.294 -0.571 -3.423 -0.7 -0.6 0.2
H 3.743 -3.064 -3.185 0.0 0.2 -0.2
H 1.601 -3.859 -2.164 0.4 0.7 -0.2
H -0.040 -2.159 -1.388 0.3 -0.3 0.4
H -0.689 0.843 2.588 0.5 -0.2 0.4
H 0.793 0.182 3.385 -0.3 0.5 -0.3
H 0.563 2.716 3.510 -0.1 0.2 -0.2
H 0.720 2.801 1.705 -0.1 -0.2 0.7
H 2.828 1.628 3.658 -0.4 0.1 -0.4
H 2.922 3.175 2.850 -0.1 0.0 -0.1
H 4.154 1.216 1.729 -0.2 0.0 -0.3
H 3.116 2.205 0.685 -0.1 -0.4 0.1
```
Forces are in eV/Å.

Summary:
Charge: 0
Orbital gap, eV: 7.746
M, g/mol: 403.52
Electronic energy, hartree: -1288.56973

Q: Among the records above, which one has the lowest electronic energy?
A: C42H37F4N7PS2Ti

Q: Which of these has the lowest M?
A: C3H5NO